Entry 1:
The following is a DFT calculation (ωB97M-V/def2-TZVPD) of 2 unconnected molecules or ions with the total composition C2H2N4.

## Properties
- HOMO (alpha / beta): -11.87 / -10.02 eV
- Energy: -8060.4234 eV
- ΔE to the lowest compared entry with this formula, charge and spin: 5.7085 eV
- Charge: 0
- F_max: 2.82 eV/A
- Orbital gap (alpha / beta): 9.26 / 6.22 eV

Element x y z (Å)
C1 -1.3693 -0.7740 1.8681
C2 0.5406 1.2901 2.8013
N1 -2.3745 -0.9681 2.3734
N2 0.5357 2.2984 3.3724
N3 -0.0128 -0.1208 0.1211
N4 -0.1990 -0.7341 1.2942
H1 0.9670 -0.2974 -0.0140
H2 -0.4604 0.7456 -0.1237

Atom-resolved charges from Mulliken, all expressed in e:
1. C 0.47
2. C 0.03
3. N -0.31
4. N -0.32
5. N -0.21
6. N -0.27
7. H 0.31
8. H 0.29

Entry 2:
The following is a DFT calculation (ωB97M-V/def2-TZVPD) of a single C2H2N4O molecule.

## Properties
- HOMO: -9.96 eV
- Energy: -10110.5925 eV
- ΔE to the lowest compared entry with this formula, charge and spin: 1.7126 eV
- Charge: 0
- F_max: 7.18 eV/A
- Orbital gap: 9.74 eV
- SMILES string: O=c1nc[nH]nn1

Element x y z (Å)
C1 -1.4135 -0.0225 -0.2016
C2 0.6337 0.9586 -0.0441
H1 1.3631 1.8770 0.2573
H2 2.1560 -0.4944 0.0987
N1 -0.5742 1.1331 -0.1963
N2 1.0773 -0.4068 0.0730
N3 0.3016 -1.5592 0.0692
N4 -0.8865 -1.4441 -0.2666
O1 -2.6575 -0.0418 0.2104

Results of the Mulliken charge analysis, in e, for atoms 1 through 8:
1. C 0.45
2. C 0.16
3. H 0.28
4. H 0.27
5. N -0.34
6. N 0.03
7. N -0.26
8. N -0.11

Entry 3:
The following is a DFT calculation (ωB97M-V/def2-TZVPD) of a molecular structure, C2H2N4O2.

## Properties
- HOMO: -9.82 eV
- Energy: -12150.4592 eV
- ΔE to the lowest compared entry with this formula, charge and spin: 12.2880 eV
- Charge: 0
- F_max: 11.22 eV/A
- Orbital gap: 8.19 eV

Element x y z (Å)
C1 -0.2067 -0.1317 0.2244
C2 0.7022 1.0291 0.2296
H1 -3.1039 0.1383 -0.5164
H2 0.1141 1.8807 0.8887
N1 -1.4268 0.3648 -0.1887
N2 1.9555 0.9117 0.0415
N3 2.3799 -0.4914 -0.8275
N4 1.6352 -1.5783 -0.2407
O1 -2.3478 -0.6699 -0.4798
O2 0.2983 -1.4532 0.8689

Results of the Mulliken charge analysis, in e, for atoms 1 through 8:
1. C 0.26
2. C 0.31
3. H 0.43
4. H 0.30
5. N -0.31
6. N -0.38
7. N -0.02
8. N 0.04

Entry 4:
The following is a DFT calculation (ωB97M-V/def2-TZVPD) of a single C2H2N4O2 molecule.

## Properties
- HOMO (alpha / beta): -10.43 / -10.39 eV
- Energy: -12152.3454 eV
- ΔE to the lowest compared entry with this formula, charge and spin: 10.4019 eV
- Charge: 0
- F_max: 3.27 eV/A
- Orbital gap (alpha / beta): 8.67 / 8.14 eV

Element x y z (Å)
C1 0.4690 -0.6819 -0.0520
C2 0.2741 0.5581 0.0515
N1 -0.7097 -1.6315 0.0371
N2 -1.8193 -1.2285 0.0643
N3 -2.2528 -0.0514 0.0660
N4 -3.6097 0.2082 -0.0029
O1 -3.8907 1.3735 -0.0028
O2 -4.3538 -0.7326 -0.0610
H1 1.3454 -1.2769 -0.2175
H2 -0.2845 1.4414 0.2097

Results of the Mulliken charge analysis, in e, for atoms 1 through 8:
1. C -0.30
2. C -0.11
3. N -0.46
4. N 0.34
5. N -0.10
6. N 0.96
7. O -0.59
8. O -0.56

Entry 5:
The following is a DFT calculation (ωB97M-V/def2-TZVPD) of a single C2H2N4O2 molecule.

## Properties
- HOMO: -10.83 eV
- Energy: -12159.8326 eV
- ΔE to the lowest compared entry with this formula, charge and spin: 2.9147 eV
- Charge: 0
- F_max: 2.32 eV/A
- Orbital gap: 10.37 eV
- SMILES string: [H]/N=c1/nn[nH]c(=O)o1

Element x y z (Å)
C1 1.1043 -0.2858 -0.1267
C2 -1.2633 -0.3311 -0.1168
H1 2.0749 -1.8803 0.3726
H2 -1.8704 1.5320 0.5062
N1 2.2040 -0.8590 0.1439
N2 1.0816 1.1036 -0.4820
N3 0.0355 1.6703 -0.1708
N4 -1.0443 0.9521 0.3520
O1 -2.2527 -0.9440 -0.2421
O2 -0.0696 -0.9578 -0.2363

Results of the Mulliken charge analysis, in e, for atoms 1 through 8:
1. C 0.59
2. C 0.51
3. H 0.29
4. H 0.29
5. N -0.57
6. N -0.14
7. N -0.24
8. N 0.02

Entry 6:
The following is a DFT calculation (ωB97M-V/def2-TZVPD) of 2 unconnected molecules or ions with the total composition C2H2N4O3.

## Properties
- HOMO: -9.77 eV
- Energy: -14201.6311 eV
- ΔE to the lowest compared entry with this formula, charge and spin: 5.6309 eV
- Charge: 0
- F_max: 5.23 eV/A
- Orbital gap: 8.08 eV

Element x y z (Å)
C1 0.1783 -1.5560 0.2382
C2 -0.5530 0.9009 0.3420
N1 -0.0218 -2.5374 0.7887
N2 1.8697 -0.2203 -0.5813
N3 0.5512 -0.5278 -0.5297
N4 -1.9238 0.5480 0.2099
O1 -2.2214 1.0456 -0.9079
O2 0.0713 1.8488 0.6666
O3 -2.5759 -0.1139 0.9135
H1 2.1705 0.4743 -1.3115
H2 2.4551 0.1379 0.1715

Results of the Mulliken charge analysis, in e, for atoms 1 through 8:
1. C 0.42
2. C 0.47
3. N -0.42
4. N -0.55
5. N -0.09
6. N 0.91
7. O -0.49
8. O -0.35

Entry 7:
The following is a DFT calculation (ωB97M-V/def2-TZVPD) of 2 unconnected molecules or ions with the total composition C2H2N4O3.

## Properties
- HOMO: -9.67 eV
- Energy: -14201.6158 eV
- ΔE to the lowest compared entry with this formula, charge and spin: 5.6463 eV
- Charge: 0
- F_max: 4.31 eV/A
- Orbital gap: 9.33 eV

Element x y z (Å)
C1 -0.8021 0.1594 -0.8299
C2 -0.0296 -0.6059 -1.4950
N1 -1.4185 3.9812 -2.1798
N2 -0.4994 3.4570 -1.9017
N3 0.5518 3.0704 -1.4956
N4 1.5593 2.4960 -2.2446
O1 2.2159 1.7889 -1.5622
O2 -1.5724 1.0046 -0.5234
O3 1.6337 2.6796 -3.3898
H1 -0.2584 -1.5313 -1.9693
H2 0.8976 -0.2430 -1.7399

Results of the Mulliken charge analysis, in e, for atoms 1 through 8:
1. C 0.85
2. C -0.98
3. N -0.40
4. N 0.93
5. N -0.62
6. N 1.18
7. O -0.52
8. O -0.42

Entry 8:
The following is a DFT calculation (ωB97M-V/def2-TZVPD) of a single C2H2N4OS molecule.

## Properties
- HOMO: -10.74 eV
- Energy: -20946.2956 eV
- ΔE to the lowest compared entry with this formula, charge and spin: 1.6563 eV
- Charge: 0
- F_max: 5.31 eV/A
- Orbital gap: 10.28 eV
- SMILES string: O=C(S)n1cnnn1

Element x y z (Å)
C1 0.9052 0.5622 0.0700
C2 -1.5687 0.9787 -0.1395
H1 3.1957 0.3514 0.7307
H2 -1.6017 2.1133 -0.2546
N1 -0.4625 0.0431 -0.2740
N2 -2.6170 0.2231 0.0261
N3 -2.2203 -1.1157 0.1586
N4 -0.8688 -1.2220 0.0910
O1 0.9837 1.7030 0.1510
S1 2.3561 -0.6772 -0.0800

Results of the Mulliken charge analysis, in e, for atoms 1 through 8:
1. C 0.50
2. C 0.06
3. H 0.21
4. H 0.38
5. N 0.26
6. N -0.29
7. N -0.32
8. N -0.19

Entry 9:
The following is a DFT calculation (ωB97M-V/def2-TZVPD) of a single C2H2NO2P molecule.

## Properties
- HOMO: -8.67 eV
- Energy: -16978.4904 eV
- ΔE to the lowest compared entry with this formula, charge and spin: 1.6382 eV
- Charge: 0
- F_max: 2.20 eV/A
- Orbital gap: 8.38 eV

Element x y z (Å)
C1 0.9021 -0.4460 0.5410
C2 1.7247 -0.1303 -0.4294
N1 -0.4667 -0.4433 0.5405
O1 2.4598 0.0704 -1.3036
O2 -1.6591 1.5213 -1.0551
P1 -1.5791 0.4715 -0.0414
H1 1.3556 -0.8345 1.4508
H2 -2.7374 -0.2090 0.2972

Atom-resolved charges from Mulliken, all expressed in e:
1. C -0.40
2. C 0.68
3. N -0.36
4. O -0.33
5. O -0.53
6. P 0.52
7. H 0.30
8. H 0.12

Entry 10:
The following is a DFT calculation (ωB97M-V/def2-TZVPD) of 2 unconnected molecules or ions with the total composition C2H2NO2S.

## Properties
- HOMO (alpha / beta): -2.64 / -2.65 eV
- Energy: -18523.5555 eV
- ΔE to the lowest compared entry with this formula, charge and spin: 4.8738 eV
- Charge: -1
- F_max: 4.13 eV/A
- Orbital gap (alpha / beta): 6.86 / 6.87 eV

Element x y z (Å)
C1 -1.4085 -0.6219 -0.0951
C2 -0.6675 0.4582 0.4247
N1 -1.5213 -0.6031 1.1911
O1 2.0198 -0.6777 -1.0866
O2 2.4374 1.3785 0.2483
S1 1.8301 0.0127 0.2408
H1 -1.6923 -1.2475 -0.8613
H2 -0.9977 1.3007 -0.0620

Atom-resolved charges from Mulliken, all expressed in e:
1. C -0.03
2. C -0.37
3. N -0.52
4. O -0.56
5. O -0.56
6. S 0.50
7. H 0.34
8. H 0.19

Question: Which formula does entry 5 have?
Answer: C2H2N4O2

Please write out number 5 again, unchanged.
The following is a DFT calculation (ωB97M-V/def2-TZVPD) of a single C2H2N4O2 molecule.

## Properties
- HOMO: -10.83 eV
- Energy: -12159.8326 eV
- ΔE to the lowest compared entry with this formula, charge and spin: 2.9147 eV
- Charge: 0
- F_max: 2.32 eV/A
- Orbital gap: 10.37 eV
- SMILES string: [H]/N=c1/nn[nH]c(=O)o1

Element x y z (Å)
C1 1.1043 -0.2858 -0.1267
C2 -1.2633 -0.3311 -0.1168
H1 2.0749 -1.8803 0.3726
H2 -1.8704 1.5320 0.5062
N1 2.2040 -0.8590 0.1439
N2 1.0816 1.1036 -0.4820
N3 0.0355 1.6703 -0.1708
N4 -1.0443 0.9521 0.3520
O1 -2.2527 -0.9440 -0.2421
O2 -0.0696 -0.9578 -0.2363

Results of the Mulliken charge analysis, in e, for atoms 1 through 8:
1. C 0.59
2. C 0.51
3. H 0.29
4. H 0.29
5. N -0.57
6. N -0.14
7. N -0.24
8. N 0.02

Question: energy of number 3 (C2H2N4O2)?
Answer: -12150.4592 eV

Please write out number 5 again, unchanged.
The following is a DFT calculation (ωB97M-V/def2-TZVPD) of a single C2H2N4O2 molecule.

## Properties
- HOMO: -10.83 eV
- Energy: -12159.8326 eV
- ΔE to the lowest compared entry with this formula, charge and spin: 2.9147 eV
- Charge: 0
- F_max: 2.32 eV/A
- Orbital gap: 10.37 eV
- SMILES string: [H]/N=c1/nn[nH]c(=O)o1

Element x y z (Å)
C1 1.1043 -0.2858 -0.1267
C2 -1.2633 -0.3311 -0.1168
H1 2.0749 -1.8803 0.3726
H2 -1.8704 1.5320 0.5062
N1 2.2040 -0.8590 0.1439
N2 1.0816 1.1036 -0.4820
N3 0.0355 1.6703 -0.1708
N4 -1.0443 0.9521 0.3520
O1 -2.2527 -0.9440 -0.2421
O2 -0.0696 -0.9578 -0.2363

Results of the Mulliken charge analysis, in e, for atoms 1 through 8:
1. C 0.59
2. C 0.51
3. H 0.29
4. H 0.29
5. N -0.57
6. N -0.14
7. N -0.24
8. N 0.02